Entry 1:
Entry from the Open Molecules 2025 dataset: 12 unconnected molecules or ions with the total composition C58H125B4F22N7O5S2 at a distorted geometry (the ωB97M-V functional and the def2-TZVPD basis).

Properties
* net charge: -1
* E_tot: -6137.748942 a.u.
* expectation value of S²: 0.7505
* spin multiplicity: 2

Cartesian coordinates (Å):
S (10.46554, -21.97663, 7.02574)
S (10.44122, -19.97939, 8.64907)
F (14.69177, -15.81327, 15.56853)
F (16.77171, -16.21816, 16.60974)
F (17.13812, -18.81164, 10.68359)
F (10.31880, -23.94567, 14.86038)
F (16.03693, -27.76431, 11.66889)
F (10.44885, -21.78136, 15.40438)
F (14.97220, -16.98742, 17.47833)
F (11.94578, -23.28985, 8.94849)
F (8.77475, -22.48117, 14.16605)
F (14.45229, -27.21958, 10.15001)
F (10.04632, -18.11476, 10.60866)
F (12.06805, -24.05257, 6.99742)
F (16.58438, -26.26339, 9.99005)
F (8.23770, -19.29487, 10.07203)
F (15.56395, -17.82072, 15.45090)
F (15.14609, -25.65290, 11.65377)
F (10.22164, -24.41165, 8.23569)
F (17.98315, -20.78766, 11.17534)
F (8.94338, -22.88978, 16.38278)
F (9.71630, -20.24404, 11.28342)
F (18.43840, -19.78826, 9.18508)
F (16.44216, -20.66954, 9.68860)
O (11.85319, -20.20424, 9.09841)
O (18.26770, -24.07737, 16.35790)
O (11.56860, -21.20730, 6.42856)
O (10.25433, -18.93115, 7.68294)
O (9.41268, -22.40371, 6.12003)
N (9.63686, -21.22776, 8.34985)
N (10.32546, -26.25557, 17.79924)
N (16.86107, -20.30296, 18.22285)
N (17.88808, -16.05677, 12.73991)
N (20.16577, -25.39898, 12.74166)
N (18.21201, -23.87125, 5.35585)
N (13.83290, -21.71987, 12.37235)
C (20.90509, -26.23317, 11.69554)
C (18.42871, -21.87494, 19.43021)
C (9.16393, -25.43093, 18.39180)
C (19.85922, -25.70124, 4.34186)
C (12.93024, -26.14503, 17.40562)
C (19.13137, -20.72958, 20.06968)
C (11.60041, -25.35946, 17.70304)
C (17.54035, -23.57797, 4.00633)
C (19.60014, -27.96491, 10.32444)
C (15.35462, -21.64266, 12.38509)
C (15.30443, -19.80145, 18.29740)
C (16.11078, -13.59556, 13.23414)
C (12.81354, -20.55375, 18.01426)
C (9.95115, -26.74411, 16.33526)
C (10.70391, -27.40464, 18.74625)
C (16.37533, -16.05965, 12.48550)
C (21.13212, -25.05126, 13.92735)
C (18.62120, -16.04770, 11.39100)
C (15.72516, -14.64435, 12.21201)
C (19.98244, -19.00337, 14.28576)
C (11.20660, -23.56235, 7.86804)
C (18.03265, -25.24365, 17.08222)
C (13.24404, -27.22763, 18.45934)
C (20.18877, -26.49533, 10.32230)
C (21.43036, -22.62821, 13.01951)
C (20.49932, -23.05291, 11.88710)
C (18.46412, -23.92002, 2.78341)
C (7.98105, -26.27566, 18.77501)
C (13.20888, -20.40370, 13.01971)
C (19.30237, -22.86640, 5.75360)
C (19.05207, -25.38289, 2.97422)
C (14.02287, -23.28040, 14.53860)
C (19.76491, -17.72567, 13.44239)
C (17.16571, -23.89777, 6.50667)
C (9.56151, -19.35005, 10.29200)
C (12.04188, -28.12216, 18.38880)
C (15.01898, -22.78575, 7.50016)
C (18.18389, -17.40188, 13.46364)
C (14.30792, -21.01506, 18.03289)
C (15.62032, -23.17556, 14.33921)
C (13.42468, -22.02315, 10.94345)
C (19.02691, -26.32865, 13.36615)
C (16.35741, -22.49730, 6.71161)
C (13.72846, -19.10167, 12.54303)
C (12.66375, -17.95435, 12.56001)
C (13.36814, -23.06282, 13.14852)
C (17.29366, -20.54172, 16.71212)
C (16.57860, -25.39201, 17.29265)
C (6.97674, -25.50210, 19.62627)
C (19.22516, -19.54193, 19.08952)
C (17.69491, -19.16004, 18.79194)
C (19.43392, -24.13171, 12.16246)
C (16.10082, -21.95146, 13.63241)
C (16.95583, -21.55287, 19.09970)
C (22.11803, -23.85404, 13.61476)
C (18.88721, -25.30198, 5.47090)
C (18.28379, -14.87123, 13.58319)
C (17.68438, -13.49609, 13.30818)
B (15.56636, -26.75196, 10.82285)
B (9.59813, -22.87165, 15.22386)
B (15.52185, -16.66967, 16.24705)
B (17.48179, -19.96972, 10.18639)
H (20.73641, -26.51056, 9.37999)
H (21.15871, -23.38635, 11.08577)
H (13.77541, -24.25873, 14.95058)
H (17.69673, -18.22156, 12.93552)
H (15.62953, -20.63820, 12.06326)
H (6.72336, -24.50128, 19.27663)
H (18.89562, -21.87166, 5.57156)
H (13.28695, -26.74326, 19.43486)
H (17.46596, -18.39814, 18.04682)
H (9.86170, -28.09338, 18.67974)
H (20.78803, -25.14961, 4.48707)
H (16.87960, -21.49724, 16.39020)
H (12.05686, -17.91021, 13.46435)
H (21.75357, -25.57266, 11.51699)
H (20.07943, -23.08567, 5.02135)
H (20.49244, -24.63798, 14.70716)
H (14.39277, -23.63729, 7.23399)
H (20.16254, -20.97621, 20.32260)
H (19.33363, -25.19821, 6.45986)
H (17.16977, -22.00183, 13.42532)
H (9.52442, -24.99629, 19.32413)
H (19.19000, -23.10717, 2.76225)
H (16.39035, -24.58553, 6.16918)
H (12.96474, -26.61432, 16.42243)
H (21.01175, -19.35072, 14.19654)
H (15.90159, -21.12885, 14.31923)
H (14.68880, -18.97844, 13.04371)
H (12.58014, -20.16291, 17.02388)
H (21.65263, -25.94475, 14.27207)
H (16.07674, -22.08182, 5.74379)
H (14.64683, -14.73491, 12.08122)
H (18.79998, -28.01095, 11.06317)
H (19.96842, -22.14889, 11.58878)
H (19.40357, -25.77092, 10.10597)
H (14.08548, -21.48893, 10.26076)
H (15.60422, -13.69957, 14.19365)
H (17.59216, -24.35667, 7.39867)
H (21.25404, -27.03153, 12.35049)
H (15.24600, -23.01007, 8.54239)
H (22.77343, -23.68660, 14.46948)
H (17.33064, -22.50917, 4.04896)
H (12.18296, -28.86291, 19.17586)
H (18.41137, -16.96098, 10.83422)
H (16.19134, -16.84351, 11.75077)
H (16.97614, -19.67374, 16.13429)
H (18.29385, -26.16385, 2.91686)
H (12.07930, -21.29634, 18.32662)
H (19.44699, -22.81894, 6.83292)
H (18.14859, -15.22386, 10.85618)
H (19.70570, -15.96434, 11.46187)
H (10.67449, -26.95821, 19.74020)
H (11.92409, -18.34338, 11.86025)
H (20.15247, -17.87777, 12.43503)
H (20.30555, -28.76300, 10.55583)
H (19.42609, -19.83414, 13.85173)
H (7.38573, -25.41480, 20.63286)
H (13.56239, -22.44686, 15.06895)
H (12.72687, -19.84367, 18.83668)
H (13.65475, -23.07751, 10.79020)
H (14.34723, -21.71743, 18.86550)
H (19.59526, -27.16125, 13.78072)
H (18.74317, -24.43255, 11.37476)
H (20.96366, -22.06580, 13.82819)
H (6.02635, -26.00955, 19.79158)
H (18.97745, -22.20954, 18.54986)
H (13.82920, -25.53006, 17.36335)
H (14.33996, -21.93368, 7.46841)
H (18.16997, -13.02720, 12.45235)
H (15.69499, -12.67177, 12.83183)
H (15.73246, -22.35290, 11.64963)
H (12.15109, -20.52055, 12.78404)
H (12.36455, -21.78205, 10.86541)
H (13.66865, -23.93807, 12.57255)
H (11.67543, -24.89463, 18.68609)
H (15.93929, -24.11055, 13.87860)
H (16.92262, -21.70042, 7.19496)
H (17.78412, -17.31236, 14.47372)
H (22.62348, -24.26476, 12.74073)
H (7.36978, -26.50153, 17.90126)
H (12.04683, -28.72556, 17.48105)
H (19.20189, -28.24450, 9.34909)
H (18.47077, -22.63679, 20.20860)
H (16.36052, -26.31689, 17.82664)
H (15.96369, -16.37056, 13.44571)
H (18.67935, -20.52975, 21.04119)
H (19.83020, -25.51662, 2.22274)
H (12.97165, -16.95997, 12.23675)
H (18.35199, -20.76982, 16.83866)
H (18.38365, -26.60259, 12.52993)
H (18.06020, -26.01186, 5.48569)
H (17.96186, -15.07798, 14.60384)
H (18.64929, -23.83154, 12.85697)
H (18.50168, -25.62150, 14.00814)
H (16.59985, -22.38033, 18.48595)
H (9.52662, -25.84788, 15.88286)
H (17.82474, -12.89648, 14.20755)
H (16.62109, -24.14931, 3.87741)
H (16.33837, -24.57845, 17.97714)
H (18.42036, -26.06361, 16.47771)
H (19.76634, -19.83570, 18.19011)
H (13.36125, -20.66164, 14.06773)
H (22.22770, -22.02241, 12.58899)
H (19.60345, -18.82041, 15.29124)
H (8.26291, -27.06608, 19.47063)
H (11.41672, -24.45035, 17.13043)
H (14.01038, -19.18527, 11.49345)
H (8.94477, -24.69554, 17.61767)
H (19.36441, -14.99369, 13.50997)
H (15.02457, -19.11868, 17.49515)
H (16.10262, -14.20664, 11.28787)
H (20.20070, -26.73547, 4.38514)
H (17.92934, -23.81134, 1.83984)
H (15.97403, -23.26855, 15.36602)
H (18.56445, -25.32946, 18.02981)
H (19.78530, -18.74090, 19.57188)
H (12.28398, -23.17391, 13.12899)
H (20.35176, -16.96925, 13.96347)
H (9.19214, -27.52457, 16.38903)
H (15.95372, -25.52932, 16.41017)
H (10.78409, -27.16557, 15.77254)
H (15.12856, -19.36182, 19.27919)
H (14.25374, -27.63530, 18.41006)
H (14.52552, -21.63502, 17.16317)
H (17.19354, -18.78799, 19.68542)
H (16.45547, -21.31948, 20.03953)

Cartesian forces (eV/Å) of the 3 atoms listed first:
-1.6 1.3 -0.2
3.4 3.2 2.7
0.1 1.3 -0.5



Entry 2:
Entry from the Open Molecules 2025 dataset: C3H9N3 in the gas phase (the ωB97M-V functional and the def2-TZVPD basis).

Properties
* structure (SMILES): CN/N=C/CN
* net charge: 0
* relative energy (zero: lowest compared OMol25 entry of this formula, charge and spin): 39.5 kcal/mol

Cartesian coordinates (Å):
N (2.93336, -0.17241, -0.50558)
N (-0.45354, 0.24953, -0.17608)
N (-1.58485, -0.51497, -0.12687)
C (1.90607, 0.54038, 0.25056)
C (-2.80869, 0.25893, -0.20650)
C (0.59824, -0.19226, 0.38948)
H (-3.65689, -0.43041, -0.29251)
H (2.32316, 0.77679, 1.23698)
H (-2.96205, 0.92331, 0.65776)
H (2.55644, -0.43631, -1.41078)
H (3.17967, -1.04175, -0.03856)
H (0.60676, -1.14530, 0.93876)
H (-2.76459, 0.87552, -1.10640)
H (-1.58116, -1.18489, 0.63957)
H (1.70807, 1.49385, -0.24983)

Cartesian forces (eV/Å) of the 3 atoms listed first:
-0.1 -0.3 0.0
0.4 -0.1 0.2
-0.1 -0.2 0.1



Entry 3:
Entry from the Open Molecules 2025 dataset: a molecular structure, C19H27ClHgIN6OPS (the ωB97M-V functional and the def2-TZVPD basis).

Properties
* net charge: -1
* relative energy (zero: lowest compared OMol25 entry of this formula, charge and spin): 0.0 kcal/mol
* expectation value of S²: 0.7626
* spin multiplicity: 2

Cartesian coordinates (Å):
Hg (-0.82361, 0.39376, 0.56668)
I (0.62230, 3.05758, 0.51566)
Cl (-6.76780, 2.85441, -2.39817)
S (0.06738, -0.47175, 5.65089)
P (-1.62390, 0.28796, -2.37795)
O (4.15165, -4.45008, -1.16115)
N (1.38490, 0.18019, 2.77432)
N (5.23881, -2.64124, -2.00363)
N (0.89320, -0.73638, -0.10951)
N (2.13780, 0.11606, 3.93416)
N (2.73986, -0.14226, 5.94103)
N (3.89680, 0.13017, 5.25595)
C (1.96167, -2.89060, -0.23497)
C (-5.80453, 1.02893, -0.63985)
C (0.93712, -2.08971, 0.15692)
C (-3.31496, 0.01362, -3.02762)
C (-3.70529, 1.27313, 0.56214)
C (3.50023, 0.28539, 4.03549)
C (-4.45221, 2.98970, -0.98573)
C (1.62759, -0.17034, 5.17816)
C (-0.76806, -1.19945, -3.02169)
C (-1.01453, 1.56226, -3.54257)
C (4.35414, 0.59509, 2.86441)
C (3.00510, -0.95783, -1.22976)
C (-3.51977, 2.49953, -0.08799)
C (3.07053, -2.35963, -0.95736)
C (-2.68885, 0.75749, 1.52314)
C (1.94718, -0.21370, -0.80339)
C (4.15052, -3.23002, -1.34529)
C (-4.85957, 0.55279, 0.26069)
C (-5.59253, 2.24719, -1.25491)
H (-3.93218, 0.88780, -2.81491)
H (-2.48057, 1.49560, 2.29762)
H (2.75339, -0.31037, 6.92925)
H (-1.53867, 2.50118, -3.35949)
H (4.00031, 1.49619, 2.36105)
H (1.94844, -3.94549, 0.00188)
H (5.45663, -1.68869, -1.76027)
H (5.37741, 0.73986, 3.20043)
H (1.89423, 0.85318, -0.98509)
H (0.04568, 1.73619, -3.35364)
H (1.32252, 1.14374, 2.44605)
H (-3.76626, -0.83816, -2.51726)
H (-3.03160, -0.15429, 2.00977)
H (0.30622, -1.09929, -2.86078)
H (-5.02674, -0.40388, 0.74263)
H (-2.61466, 3.06502, 0.10805)
H (3.77515, -0.44698, -1.79392)
H (4.32826, -0.22053, 2.13877)
H (-1.15263, 1.26630, -4.58563)
H (-6.69588, 0.45757, -0.86257)
H (0.09999, -2.48671, 0.71739)
H (1.80230, -0.39484, 2.05173)
H (6.03988, -3.25288, -2.01323)
H (-4.29629, 3.93909, -1.48077)
H (-0.95931, -1.35859, -4.08597)
H (-3.31111, -0.17442, -4.10444)
H (-1.09570, -2.07890, -2.46473)

Cartesian forces (eV/Å) of the 3 atoms listed first:
-0.2 -0.1 0.0
0.0 0.0 0.0
0.0 0.0 0.0